The following is a DFT calculation (ωB97M-V/def2-TZVPD) of 2 unconnected molecules or ions with the total composition F6NP2 in a non-equilibrium geometry.

```
9
Properties=species:S:1:pos:R:3:forces:R:3
N 0.6325 1.4010 0.4504 0.692 -1.053 1.637
F -0.8117 -1.9150 0.4973 0.718 -0.462 0.424
F 1.3384 -0.9708 0.5476 -0.196 0.671 0.123
F 0.1227 -1.4368 2.5917 0.282 0.002 0.040
F -0.5793 -0.1132 -1.4618 0.367 0.348 0.831
F -1.5095 2.0546 -0.8402 0.921 -0.433 0.458
F 0.4765 1.9049 -2.1710 -0.889 -0.975 2.078
P 0.5423 -2.1750 1.2971 -1.019 0.616 -0.628
P -0.2119 1.2504 -0.9110 -0.877 1.286 -4.964
```
Positions in Å, forces in eV/Å.

The net charge is +1. As for the lowest unoccupied orbital energy (spin up / spin down): -10.41 / -11.32 eV. The HOMO energy (spin up / spin down) is -0.617 / -0.596 Eh.

---

The following is a DFT calculation (ωB97M-V/def2-TZVPD) of a single C7H10O molecule in a non-equilibrium geometry.

```
18
Properties=species:S:1:pos:R:3:forces:R:3
C -1.8201 -1.3819 0.0551 -1.270 -3.991 -1.235
C -0.9209 -0.4459 0.2624 -0.635 -1.308 -0.089
C -1.2778 1.1079 0.0700 -1.055 0.935 -0.998
O -0.0071 1.6047 -0.1386 3.233 0.108 -2.180
C 0.5248 0.4361 -0.9157 -0.601 -0.351 0.681
C 1.5754 -0.6538 -1.0416 0.853 1.674 0.941
C 0.6007 -0.6436 0.2174 0.194 2.398 -1.161
C 1.3472 -0.0975 1.4429 -0.995 -3.515 0.615
H -1.6701 -2.5428 -0.2642 0.475 2.835 1.443
H -2.8897 -1.2335 -0.0758 0.135 0.816 0.056
H -1.8520 1.5803 -0.9523 0.539 -2.431 2.635
H -1.7221 1.6261 0.9366 0.120 -0.384 -0.241
H -0.2619 -0.0742 -1.4499 -0.463 1.706 -1.278
H 2.6780 -0.1911 -0.8014 -2.652 -2.342 -0.726
H 1.2983 -1.3847 -1.8765 1.212 1.367 1.026
H 0.5534 0.5529 2.0659 2.643 -1.137 -1.169
H 2.4403 0.2489 1.0659 -2.748 -0.450 1.893
H 1.3083 -1.3473 1.9173 1.015 4.069 -0.214
```
Positions in Å, forces in eV/Å.

As for the SMILES: C=C1CO[C@H]2C[C@]12C. As for the lowest unoccupied orbital energy: 0.81 eV. The HOMO energy is -0.303 Eh.

---

The following is a DFT calculation (ωB97M-V/def2-TZVPD) of a molecular structure, C61H49AsAuN2OP2S2 in a non-equilibrium geometry.

```
119
Properties=species:S:1:pos:R:3:forces:R:3
Au -0.2851 0.2158 0.4549 -0.182 -0.728 1.284
O -1.6482 0.9822 3.5049 -0.340 -0.018 0.070
S -0.5468 0.2495 2.9086 0.449 0.048 0.172
C 0.9488 0.7732 3.6824 0.001 0.166 0.232
C 0.8667 1.1792 5.0109 0.167 -0.025 -0.094
C 2.0508 1.3385 5.7140 -0.082 0.028 0.036
C 3.2726 1.0773 5.1057 0.014 -0.023 -0.005
C 3.3344 0.7393 3.7634 -0.076 0.037 -0.113
C 2.1560 0.6312 3.0231 -0.072 -0.119 0.145
P 2.1825 0.5210 1.2303 0.104 0.466 -1.028
C 3.3315 -0.8281 0.8898 -0.088 -0.097 0.208
C 4.5473 -0.6598 0.2322 -0.013 0.102 0.058
C 5.4033 -1.7404 0.0900 0.032 -0.069 -0.002
C 5.0526 -2.9857 0.5897 -0.049 0.002 0.026
C 3.8414 -3.1571 1.2506 0.098 0.019 -0.069
C 2.9894 -2.0804 1.4042 -0.137 -0.020 0.017
C 2.9998 2.0444 0.6792 0.140 -0.145 0.041
C 3.2182 2.2183 -0.6904 -0.023 -0.113 -0.074
C 3.9048 3.3244 -1.1550 -0.003 0.070 0.082
C 4.3676 4.2826 -0.2593 0.001 -0.036 -0.030
C 4.1229 4.1343 1.0952 0.028 0.005 -0.033
C 3.4413 3.0208 1.5654 -0.042 0.033 0.082
C -0.6609 -1.4454 3.4353 0.039 0.024 0.343
C -0.4456 -1.7916 4.7670 0.004 -0.100 -0.145
C -0.7007 -3.0937 5.1629 0.016 0.067 -0.022
C -1.1638 -4.0312 4.2471 -0.010 0.007 0.001
C -1.3838 -3.6737 2.9292 0.046 -0.016 -0.048
C -1.1455 -2.3601 2.5243 0.058 -0.094 -0.065
P -1.5888 -1.8483 0.8612 -0.136 0.352 -0.918
C -3.3758 -1.7406 0.8164 0.045 -0.055 0.290
C -4.0152 -1.5258 -0.4008 0.067 -0.006 -0.199
C -5.3937 -1.4470 -0.4547 0.018 0.003 0.020
C -6.1428 -1.5801 0.7082 -0.007 0.003 -0.008
C -5.5115 -1.7910 1.9247 0.039 0.029 -0.022
C -4.1284 -1.8669 1.9853 0.028 0.028 0.038
C -1.0395 -3.1833 -0.1922 -0.164 -0.080 -0.018
C -1.9151 -4.2229 -0.5062 -0.114 0.075 -0.137
C -1.4351 -5.3504 -1.1522 0.104 -0.037 -0.022
C -0.0872 -5.4491 -1.4730 -0.057 0.068 0.037
C 0.7826 -4.4087 -1.1662 -0.029 -0.047 -0.039
C 0.3038 -3.2756 -0.5360 0.263 0.085 0.181
H -0.0915 1.3567 5.4740 -0.115 -0.012 0.048
H 2.0197 1.6489 6.7486 -0.009 0.024 0.038
H 4.1850 1.1736 5.6752 0.063 0.003 0.027
H 4.2936 0.6096 3.2784 0.009 -0.020 -0.018
H 4.8387 0.3066 -0.1534 0.003 0.043 -0.005
H 6.3563 -1.6058 -0.4011 0.048 0.014 -0.034
H 5.7288 -3.8200 0.4798 0.052 -0.063 -0.012
H 3.5740 -4.1210 1.6548 -0.021 -0.101 0.045
H 2.0551 -2.2174 1.9420 -0.019 0.023 0.018
H 2.8645 1.4826 -1.4026 0.015 0.032 0.042
H 4.0811 3.4404 -2.2139 0.023 0.005 -0.085
H 4.9103 5.1441 -0.6204 0.028 0.044 -0.019
H 4.4676 4.8822 1.7943 0.005 0.038 0.034
H 3.2573 2.9390 2.6255 -0.013 -0.006 0.043
H -0.0787 -1.0759 5.4824 0.042 0.099 0.076
H -0.5337 -3.3798 6.1904 0.017 -0.016 0.073
H -1.3627 -5.0434 4.5656 0.010 -0.080 0.024
H -1.7449 -4.4100 2.2231 -0.014 0.019 -0.025
H -3.4366 -1.4492 -1.3122 -0.022 -0.010 0.024
H -5.8869 -1.2929 -1.4032 -0.033 0.005 -0.063
H -7.2209 -1.5291 0.6639 -0.061 0.006 -0.004
H -6.0943 -1.9050 2.8260 -0.041 -0.006 0.072
H -3.6506 -2.0277 2.9419 0.025 -0.034 0.045
H -2.9680 -4.1493 -0.2660 -0.009 -0.015 0.054
H -2.1113 -6.1571 -1.3934 -0.037 -0.040 -0.031
H 0.2843 -6.3368 -1.9621 0.035 -0.070 -0.048
H 1.8299 -4.4776 -1.4239 0.067 -0.023 -0.012
H 0.9910 -2.4694 -0.2919 -0.087 -0.068 -0.013
N -3.7087 1.4462 1.6253 -0.173 -0.130 0.016
C -2.8613 2.4592 1.3023 -0.400 -0.295 -0.063
N -1.6169 2.2868 0.9512 0.265 0.327 -0.407
C -1.0613 3.5254 0.6008 -0.015 0.248 0.178
C 0.2404 3.7404 0.1830 0.054 0.036 -0.062
C 0.6604 5.0304 -0.0887 -0.181 0.108 0.008
C -0.2120 6.1155 0.0422 0.168 -0.169 -0.026
C -1.5203 5.9200 0.4408 -0.001 -0.145 -0.015
C -1.9273 4.6221 0.7147 0.113 -0.123 -0.022
S -3.4810 4.0738 1.2638 0.102 0.042 -0.008
H -3.3108 0.7320 2.2199 -0.089 0.078 -0.070
H -4.6366 1.7242 1.9134 0.070 -0.042 0.022
H 0.9190 2.9077 0.0626 -0.110 0.070 -0.027
H 1.6769 5.1979 -0.4095 0.080 0.030 -0.033
H 0.1361 7.1161 -0.1612 0.046 0.073 -0.038
H -2.1983 6.7527 0.5457 -0.069 0.069 0.017
C -2.8161 -2.9028 -4.6600 -0.062 0.037 -0.016
C -1.5293 -3.1887 -4.2327 0.083 0.001 0.039
C -0.8481 -2.2916 -3.4258 0.056 -0.030 -0.016
C -1.4647 -1.1041 -3.0408 -0.167 -0.059 0.136
C -2.7488 -0.7983 -3.4952 0.061 0.007 -0.079
C -3.4177 -1.7032 -4.3050 -0.017 0.030 0.022
As -0.4254 0.1618 -2.0301 0.077 0.090 0.118
C 1.2659 -0.0044 -2.9066 -0.081 0.112 -0.126
C 1.3201 0.4269 -4.2327 0.014 0.010 -0.049
C 2.4803 0.2259 -4.9630 -0.082 0.031 0.011
C 3.5637 -0.4203 -4.3850 0.033 -0.002 -0.007
C 3.4910 -0.8774 -3.0796 -0.082 -0.014 0.085
C 2.3365 -0.6725 -2.3335 0.007 -0.099 -0.070
C -1.2322 1.8623 -2.3311 0.123 0.033 -0.043
C -2.5649 2.0357 -1.9589 -0.104 0.012 0.009
C -3.1981 3.2311 -2.2453 0.035 -0.034 0.058
C -2.4949 4.2578 -2.8651 -0.075 0.017 0.023
C -1.1622 4.0965 -3.1936 0.156 -0.064 -0.005
C -0.5186 2.8954 -2.9242 0.035 0.083 -0.027
H -3.3430 -3.6009 -5.2936 -0.024 -0.041 -0.046
H -1.0437 -4.1017 -4.5460 0.023 -0.049 0.002
H 0.1709 -2.5083 -3.1322 -0.037 0.008 0.001
H -3.2176 0.1478 -3.2646 0.010 -0.063 -0.012
H -4.4043 -1.4604 -4.6760 -0.007 0.006 -0.004
H 0.4661 0.9007 -4.7063 0.049 -0.024 0.052
H 2.5323 0.5604 -5.9880 0.003 0.037 -0.072
H 4.4623 -0.5777 -4.9623 0.069 -0.026 -0.042
H 4.3282 -1.3989 -2.6402 0.049 -0.035 0.041
H 2.2841 -1.0400 -1.3174 -0.019 0.011 -0.036
H -3.1128 1.2493 -1.4477 0.036 0.040 0.020
H -4.2372 3.3663 -1.9850 -0.074 0.010 0.030
H -2.9918 5.1898 -3.0884 -0.051 0.073 -0.019
H -0.6187 4.9016 -3.6652 0.043 0.048 -0.016
H 0.5286 2.7799 -3.1772 -0.036 -0.011 0.001
```
Positions in Å, forces in eV/Å.

The net charge is +3. As for the lowest unoccupied orbital energy: -9.88 eV. The HOMO energy is -0.545 Eh.

---

The following is a DFT calculation (ωB97M-V/def2-TZVPD) of a molecular structure, C21H54As3OSi3V in a non-equilibrium geometry.

```
83
Properties=species:S:1:pos:R:3:forces:R:3
V -0.1251 -0.2960 0.1634 -0.699 -0.839 0.534
C -2.5233 2.5281 1.8519 -0.001 -0.067 -0.029
As -0.9859 2.0359 0.7788 0.022 0.394 0.097
C 0.4645 2.9126 1.7290 -0.070 0.068 0.007
C -1.3256 3.2058 -0.7571 -0.019 0.057 0.102
C -0.6516 2.9351 -2.1042 0.011 0.047 -0.027
C -0.9695 4.1451 -3.0002 0.045 0.013 0.000
C -1.2862 1.7254 -2.8033 -0.018 -0.048 -0.073
As -0.7937 -0.0974 -2.2897 -0.030 0.055 -0.405
C 0.7470 -0.4769 -3.4109 -0.056 0.015 -0.048
C -2.2050 -1.0577 -3.2099 0.048 0.011 -0.031
C 0.8650 2.7670 -1.9506 0.025 -0.045 0.003
As 1.8448 4.3944 -1.3246 -0.042 0.053 0.009
C 3.5359 3.4820 -0.9423 -0.010 -0.006 0.026
C 2.3817 5.0989 -3.0670 0.000 -0.014 0.014
H -2.7402 3.5717 1.6246 -0.020 -0.024 0.042
H -2.2811 2.4295 2.9056 -0.018 -0.001 0.027
H -3.3874 1.9130 1.6091 0.015 0.008 0.000
H 0.2829 3.9874 1.7414 0.026 -0.029 0.022
H 1.4203 2.7224 1.2436 -0.001 -0.011 -0.015
H 0.4934 2.5329 2.7492 0.002 0.002 0.005
H -1.0346 4.1928 -0.3854 -0.020 -0.021 -0.044
H -2.4123 3.2170 -0.8782 0.027 -0.007 -0.004
H -2.0421 4.2189 -3.1841 -0.015 -0.005 0.000
H -0.4663 4.0542 -3.9634 0.003 -0.003 -0.019
H -0.6516 5.0788 -2.5343 0.017 0.000 0.017
H -1.0472 1.7528 -3.8713 -0.022 0.023 0.038
H -2.3765 1.7736 -2.7249 0.029 -0.006 -0.007
H 0.5682 -0.0537 -4.3994 0.025 -0.028 0.005
H 0.8666 -1.5552 -3.4959 0.015 0.008 -0.008
H 1.6518 -0.0412 -2.9919 -0.008 -0.001 0.004
H -2.4849 -0.4613 -4.0783 0.009 -0.043 -0.001
H -3.0712 -1.2068 -2.5731 -0.009 0.031 0.008
H -1.8243 -2.0200 -3.5427 -0.031 -0.014 0.020
H 1.3142 2.4415 -2.8940 -0.021 0.015 -0.012
H 1.0801 1.9747 -1.2090 -0.015 0.007 -0.006
H 3.4796 2.9404 0.0023 0.011 -0.012 -0.007
H 4.3135 4.2377 -0.8403 -0.004 0.004 -0.001
H 3.8170 2.8051 -1.7498 0.011 -0.026 -0.010
H 1.5581 5.6250 -3.5426 -0.011 0.006 -0.014
H 2.7415 4.3050 -3.7214 0.000 0.000 -0.007
H 3.1880 5.8125 -2.9005 -0.006 0.000 -0.002
C 3.0073 -0.0863 -0.0086 -0.167 -0.110 0.045
O 1.7205 -0.6312 0.3786 0.712 -0.125 0.097
Si 1.5113 -2.0521 1.4984 0.164 0.229 -0.199
C 2.3316 -1.4852 3.0592 -0.050 -0.040 0.018
C 2.5092 -3.4372 0.7877 -0.045 -0.029 0.080
C -0.3386 -1.9858 1.2965 0.076 0.427 -0.119
Si -1.0695 -3.3686 0.2034 -0.072 -0.080 -0.008
C -1.0313 -4.9941 1.1126 0.020 0.016 0.031
C -0.0840 -3.5384 -1.4045 0.053 0.039 -0.004
C -2.8319 -2.9408 -0.2736 0.009 0.071 0.020
Si -1.1588 -1.9114 3.0288 -0.074 -0.125 0.061
C -2.9998 -2.1983 2.9786 -0.009 -0.005 -0.066
C -0.9348 -0.2101 3.7885 0.096 0.064 -0.040
C -0.3724 -3.2201 4.1269 0.067 0.027 -0.032
H 3.6244 -0.8994 -0.3862 0.043 0.055 -0.006
H 3.4671 0.3746 0.8637 0.045 0.016 -0.052
H 2.8421 0.6542 -0.7878 0.079 -0.014 0.032
H 3.3663 -1.2138 2.8345 0.010 0.002 -0.013
H 2.3795 -2.3091 3.7721 0.000 -0.028 0.031
H 1.8544 -0.6433 3.5561 0.019 -0.001 -0.011
H 3.5660 -3.1612 0.7769 0.016 0.012 0.001
H 2.2202 -3.7638 -0.2058 -0.005 -0.002 -0.048
H 2.4286 -4.2963 1.4596 -0.009 -0.021 0.004
H -0.0111 -5.3584 1.2474 0.021 -0.008 0.020
H -1.5725 -5.7494 0.5390 -0.003 -0.008 -0.048
H -1.5004 -4.9353 2.0955 -0.020 -0.006 -0.003
H 0.7003 -2.7902 -1.5460 -0.004 0.026 -0.005
H -0.7507 -3.4908 -2.2659 -0.026 -0.005 -0.018
H 0.4079 -4.5119 -1.4522 0.007 -0.016 0.027
H -3.5544 -3.2483 0.4794 -0.002 -0.014 0.038
H -3.0892 -3.4584 -1.2001 -0.016 -0.001 -0.015
H -2.9814 -1.8692 -0.4366 -0.009 0.014 -0.005
H -3.5186 -1.5342 2.2853 -0.022 0.011 -0.012
H -3.3889 -1.9946 3.9797 0.004 0.007 0.019
H -3.2707 -3.2260 2.7375 -0.002 -0.018 -0.014
H -1.7553 0.4324 3.4747 -0.065 0.081 -0.038
H 0.0089 0.2841 3.5479 -0.039 0.016 0.000
H -0.9917 -0.2767 4.8771 0.000 -0.033 0.012
H 0.2196 -3.9594 3.5843 0.020 -0.008 -0.020
H -1.1533 -3.7752 4.6499 -0.036 0.013 0.015
H 0.2657 -2.7720 4.8892 0.021 0.005 0.014
```
Positions in Å, forces in eV/Å.

Its multiplicity is 3. The net charge is +2. As for the lowest unoccupied orbital energy (spin up / spin down): -7.10 / -6.28 eV. The HOMO energy (spin up / spin down) is -0.507 / -0.507 Eh.

---

The following is a DFT calculation (ωB97M-V/def2-TZVPD) of a single C4H9N2OS molecule in a non-equilibrium geometry.

```
17
Properties=species:S:1:pos:R:3:forces:R:3
C 0.1477 0.5770 0.9058 2.765 -4.587 -1.759
N -0.6951 1.6232 0.8858 -0.205 2.772 2.516
C -0.5370 2.5629 2.3130 -0.568 -0.380 -2.474
O 0.4824 2.6054 3.1553 -0.951 -0.833 -1.072
C 0.4411 -0.3905 -0.6512 -0.340 2.783 1.262
C -0.8498 -1.1251 -1.1197 0.467 0.778 0.454
S -0.3430 -2.1473 -2.4837 -0.910 -0.665 -0.300
N 1.6681 -1.2326 -0.5837 -2.202 -0.435 0.107
H -0.0954 -0.2467 1.6526 -0.587 0.543 -0.586
H 1.1753 0.7275 1.2800 0.077 0.702 -0.327
H -0.6940 3.6180 1.9159 0.000 -0.917 0.259
H -1.5262 2.2126 2.6965 0.492 0.390 0.447
H 0.6417 0.3412 -1.4585 -0.141 0.123 0.744
H -1.3308 -1.5738 -0.2564 0.175 -1.077 0.029
H -1.6534 -0.4700 -1.4608 0.383 0.435 -0.125
H 1.2730 -2.0856 -1.0589 1.397 0.515 0.588
H 1.8154 -1.4901 0.3842 0.147 -0.148 0.236
```
Positions in Å, forces in eV/Å.

Its multiplicity is 2. As for the lowest unoccupied orbital energy (spin up / spin down): -2.41 / -2.21 eV. The HOMO energy (spin up / spin down) is -0.340 / -0.330 Eh.

---

The following is a DFT calculation (ωB97M-V/def2-TZVPD) of 2 unconnected molecules or ions with the total composition C11H15N in a non-equilibrium geometry.

```
27
Properties=species:S:1:pos:R:3:forces:R:3
C 0.5535 2.1785 -0.7686 0.333 0.970 0.581
C -0.0722 1.1482 -1.6330 -0.232 0.452 0.314
C -0.7900 1.4188 -2.7547 0.431 -0.105 0.008
N -1.4872 0.3038 -3.1365 -0.886 -0.723 -0.178
C -1.3096 -0.6860 -2.1984 0.334 0.435 0.503
C -1.9639 -1.8923 -1.9930 -0.183 -0.198 -0.563
C -1.5080 -2.7007 -0.9734 0.139 0.341 -0.156
C -0.3459 -2.3575 -0.2603 -0.287 -0.194 -0.170
C 0.2922 -1.1461 -0.4492 -1.160 0.672 0.875
C -0.3555 -0.2116 -1.2708 0.706 -0.484 -1.039
H 1.5232 1.9408 -0.3362 0.084 -0.361 -0.061
H -0.0905 2.4649 0.0731 -0.051 -0.498 0.046
H 0.6859 3.1484 -1.2475 0.085 -0.123 -0.555
H -0.7936 2.3283 -3.3229 -0.207 0.143 -0.145
H -2.1090 0.1799 -3.9184 0.109 0.410 0.065
H -2.7883 -2.1647 -2.6454 -0.007 -0.148 0.181
H -2.0453 -3.5973 -0.7015 0.064 -0.148 -0.153
H -0.0384 -3.0987 0.4479 0.573 -0.051 0.406
H 1.1119 -0.7826 0.1571 0.171 -0.383 0.075
C 1.8887 1.0107 3.1051 0.246 0.006 0.972
C 0.9744 -0.1125 3.5775 -0.085 -0.023 0.459
H 1.3664 1.9199 2.8098 -0.141 -0.298 -0.691
H 2.4969 1.3812 3.9335 0.139 -0.240 0.140
H 2.5904 0.6053 2.3778 -0.122 0.430 -0.359
H 1.5394 -0.8956 4.0891 0.097 0.067 -0.062
H 0.4703 -0.5916 2.7534 -0.254 -0.108 -0.379
H 0.2044 0.2086 4.2854 0.105 0.159 -0.115
```
Positions in Å, forces in eV/Å.

As for the SMILES: Cc1c[nH]c2ccccc12.CC. As for the lowest unoccupied orbital energy: 0.96 eV. The HOMO energy is -0.286 Eh.

---

Energy: -36364.6434; -9459.4271; -173836.9035; -256526.1086; -20149.2857; -13140.1698 (eV)